Record 1
Computed, not measured: a single C2H4N4 molecule, with ωB97M-V/def2-TZVPD.

The SMILES is [H]/N=N/C=N\N=C. As for the HOMO energy: -8.71 eV. The strongest force on any atom comes out at 0.551 eV/A. As for the energy relative to the best compared isomer or geometry (same formula, charge and spin): 89.8 kcal per mole. The calculation puts the HOMO-LUMO gap at 8.720 eV.

```
! RIJCOSX wB97M-V def2-TZVPD def2/J DEFGRID3
* xyz 0 1
H 0.179 -1.096 -2.153
N 0.330 -0.990 -1.143
N 1.474 -0.512 -0.962
C 1.582 0.072 0.296
N 0.572 0.670 0.842
N -0.572 0.613 0.139
C -1.712 0.404 0.643
H 2.577 0.233 0.698
H -1.880 0.163 1.689
H -2.551 0.443 -0.049
*
```



Record 2
Computed, not measured: 2 unconnected molecules or ions with the total composition C5H14 at a distorted geometry, with ωB97M-V/def2-TZVPD.

The SMILES is CCC.CC. As for the HOMO energy: -11.33 eV. The strongest force on any atom comes out at 1.281 eV/A. As for the energy relative to the best compared isomer or geometry (same formula, charge and spin): 7.4 kcal per mole. The calculation puts the HOMO-LUMO gap at 12.477 eV.

```
! RIJCOSX wB97M-V def2-TZVPD def2/J DEFGRID3
* xyz 0 1
C 0.114 1.460 -1.393
C -1.393 1.326 -1.541
C -2.106 0.788 -0.272
H 0.454 1.496 -0.358
H 0.474 2.340 -1.919
H 0.658 0.661 -1.900
H -1.860 2.280 -1.721
H -1.651 0.677 -2.379
H -1.572 -0.069 0.131
H -2.102 1.553 0.496
H -3.090 0.443 -0.561
C 1.977 -1.422 0.852
C 1.093 -1.808 2.040
H 1.345 -0.949 0.102
H 2.750 -0.682 1.072
H 2.425 -2.299 0.387
H 1.616 -1.730 2.978
H 0.715 -2.819 1.879
H 0.152 -1.245 2.109
*
```



Record 3
Computed, not measured: a single C13H14FNO4 molecule, with ωB97M-V/def2-TZVPD.

The SMILES is O=C(OCC(=O)N1CCOCC1)c1cccc(F)c1. As for the HOMO energy: -9.31 eV. The strongest force on any atom comes out at 0.669 eV/A. As for the energy relative to the best compared isomer or geometry (same formula, charge and spin): 1.9 kcal per mole. The calculation puts the HOMO-LUMO gap at 9.465 eV.

```
! RIJCOSX wB97M-V def2-TZVPD def2/J DEFGRID3
* xyz 0 1
O -3.010 0.274 -1.370
C -1.859 0.605 -1.262
O -0.858 -0.241 -0.954
C -1.202 -1.592 -0.665
C -0.919 -1.959 0.798
O -1.775 -2.496 1.472
N 0.301 -1.654 1.282
C 1.452 -1.189 0.543
C 2.564 -2.245 0.638
O 2.889 -2.528 1.977
C 1.763 -3.003 2.684
C 0.627 -1.978 2.660
C -1.367 1.992 -1.464
C -0.027 2.339 -1.308
C 0.376 3.648 -1.505
C -0.543 4.622 -1.858
C -1.872 4.260 -2.009
F -2.767 5.204 -2.351
C -2.301 2.962 -1.818
H -2.273 -1.741 -0.838
H -0.630 -2.241 -1.336
H 1.203 -1.002 -0.498
H 1.806 -0.257 1.000
H 3.480 -1.881 0.171
H 2.235 -3.165 0.129
H 2.099 -3.184 3.705
H 1.413 -3.947 2.241
H -0.268 -2.379 3.136
H 0.945 -1.064 3.171
H 0.690 1.583 -1.032
H 1.415 3.915 -1.384
H -0.247 5.647 -2.016
H -3.339 2.693 -1.937
*
```



Record 4
Computed, not measured: a molecular structure, C41H39NO4PSTc, with ωB97M-V/def2-TZVPD.

As for the HOMO energy (alpha / beta): -10.53 / -10.61 eV. The strongest force on any atom comes out at 0.521 eV/A. As for the energy relative to the best compared isomer or geometry (same formula, charge and spin): 39.0 kcal per mole. The calculation puts the HOMO-LUMO gap (alpha / beta) at 7.068 / 6.537 eV.

```
! RIJCOSX wB97M-V def2-TZVPD def2/J DEFGRID3
* xyz 1 4
Tc -0.149 0.105 -0.706
C 0.292 5.141 0.305
C -0.460 4.326 -0.740
C -1.383 5.240 -1.555
C -1.253 3.171 -0.162
C -1.786 2.212 -1.027
C -2.606 1.172 -0.565
C -2.846 1.019 0.801
C -3.670 -0.107 1.351
C -2.269 1.953 1.663
C -1.511 3.016 1.196
H 0.905 5.896 -0.188
H 0.941 4.524 0.927
H -0.401 5.669 0.963
H 0.276 3.888 -1.425
H -2.157 5.664 -0.912
H -1.880 4.707 -2.365
H -0.817 6.065 -1.990
H -1.634 2.334 -2.098
H -3.084 0.531 -1.292
H -3.015 -0.886 1.751
H -4.317 -0.545 0.591
H -4.302 0.242 2.167
H -2.434 1.848 2.729
H -1.097 3.717 1.907
C 7.252 4.439 0.785
C 5.930 3.734 0.883
C 5.564 3.094 2.072
C 4.347 2.456 2.189
C 3.486 2.440 1.094
C 3.818 3.071 -0.094
C 5.043 3.715 -0.187
S 1.915 1.704 1.283
O 1.173 2.303 2.349
O 1.275 1.768 -0.046
N 2.199 0.161 1.686
C 1.309 -0.467 2.660
C -0.049 -0.985 2.196
O -0.758 -1.494 3.027
O -0.429 -0.890 0.938
H 8.066 3.783 1.093
H 7.269 5.310 1.442
H 7.449 4.779 -0.230
H 6.242 3.110 2.917
H 4.058 1.986 3.120
H 3.138 3.047 -0.933
H 5.312 4.210 -1.112
H 1.115 0.227 3.476
H 1.840 -1.319 3.085
C 4.810 1.835 -3.577
C 5.301 0.810 -2.782
C 4.423 -0.006 -2.081
C 3.050 0.210 -2.164
C 2.565 1.240 -2.968
C 3.440 2.048 -3.675
P 1.861 -0.888 -1.351
C 2.741 -1.621 0.026
C 3.280 -0.644 1.043
C 4.105 -1.307 2.102
C 4.182 -2.652 2.225
C 3.512 -3.510 1.320
C 2.823 -2.967 0.217
C 1.412 -2.137 -2.544
C 2.273 -2.866 -3.320
C 1.755 -3.853 -4.183
C 0.410 -4.104 -4.206
C -0.494 -3.375 -3.396
C -1.876 -3.673 -3.341
C -2.686 -2.989 -2.482
C -2.176 -1.931 -1.696
C -0.860 -1.529 -1.768
C 0.008 -2.333 -2.583
H 5.495 2.465 -4.130
H 6.367 0.638 -2.712
H 4.812 -0.818 -1.477
H 1.497 1.415 -3.052
H 3.056 2.840 -4.304
H 3.910 0.093 0.533
H 4.622 -0.658 2.798
H 4.768 -3.082 3.026
H 3.557 -4.581 1.452
H 2.374 -3.640 -0.505
H 3.341 -2.693 -3.273
H 2.426 -4.422 -4.811
H 0.017 -4.883 -4.847
H -2.272 -4.470 -3.959
H -3.733 -3.248 -2.403
H -2.856 -1.448 -1.010
*
```



Record 5
Computed, not measured: 2 unconnected molecules or ions with the total composition C3H11NS2 at a distorted geometry, with ωB97M-V/def2-TZVPD.

The SMILES is CNC.CSS. As for the HOMO energy: -7.87 eV. The strongest force on any atom comes out at 1.368 eV/A. As for the energy relative to the best compared isomer or geometry (same formula, charge and spin): 17.3 kcal per mole. The calculation puts the HOMO-LUMO gap at 8.404 eV.

```
! RIJCOSX wB97M-V def2-TZVPD def2/J DEFGRID3
* xyz 0 1
C 1.691 0.209 -0.970
N 0.905 -1.015 -0.775
C 1.013 -2.001 -1.831
H 1.499 0.851 -0.111
H 2.766 0.083 -1.087
H 1.251 0.708 -1.831
H 1.251 -1.435 0.082
H 0.285 -2.802 -1.672
H 1.961 -2.549 -1.886
H 0.772 -1.550 -2.781
C -2.158 2.234 2.346
S -1.473 1.490 0.878
S -1.913 -0.565 1.197
H -2.797 1.535 2.888
H -2.763 3.121 2.161
H -1.389 2.485 3.079
H -0.900 -0.799 0.313
*
```



Record 6
Computed, not measured: 2 unconnected molecules or ions with the total composition C13H27B2F2N3O6 at a distorted geometry, with ωB97M-V/def2-TZVPD.

As for the HOMO energy: -8.75 eV. The strongest force on any atom comes out at 4.630 eV/A. The calculation puts the HOMO-LUMO gap at 6.894 eV.

```
! RIJCOSX wB97M-V def2-TZVPD def2/J DEFGRID3
* xyz 0 1
C -0.655 -1.933 3.203
C -1.298 -1.117 1.897
C -0.095 -0.234 1.217
C -2.044 -2.172 0.887
C -2.242 -1.626 -0.655
C -3.732 -2.205 -1.145
C -1.141 -2.282 -1.727
O 0.182 -1.641 -1.665
C 0.583 -1.053 -2.952
C 2.255 -1.063 -2.969
N 2.833 0.176 -3.626
C 2.508 1.424 -2.796
B 2.838 2.837 -3.603
N 3.025 4.112 -2.792
O 2.950 2.893 -5.097
C 0.915 1.377 -2.363
N 0.128 0.372 -3.175
H 0.130 -2.748 2.897
H -1.501 -2.397 3.900
H -0.059 -1.143 3.867
H -2.065 -0.348 2.364
H 0.756 -0.997 0.884
H -0.531 0.364 0.289
H 0.397 0.538 1.979
H -3.147 -2.318 1.320
H -1.556 -3.258 0.947
H -2.292 -0.444 -0.740
H -3.854 -3.235 -0.554
H -3.713 -2.523 -2.294
H -4.611 -1.464 -0.890
H -1.597 -2.109 -2.812
H -1.102 -3.431 -1.481
H 0.266 -1.695 -3.899
H 2.630 -1.161 -1.846
H 2.562 -2.049 -3.533
H 2.585 0.286 -4.639
H 3.886 0.076 -3.571
H 3.163 1.347 -1.802
H 2.074 4.512 -2.641
H 3.348 3.829 -1.820
H 2.285 3.588 -5.378
H 0.510 2.492 -2.462
H 0.882 1.023 -1.235
H 0.187 0.657 -4.179
B -0.790 1.696 7.257
O -1.792 1.113 6.357
C -1.334 1.260 5.106
O -1.929 0.881 4.111
C -0.058 1.922 5.130
O 0.623 2.205 4.158
O 0.289 2.193 6.396
F -0.280 0.679 8.163
F -1.374 2.793 8.012
*
```



Question: Number 5 is which compound?
Answer: C3H11NS2



Question: strongest force on any atom of number 4 (C41H39NO4PSTc)?
Answer: 0.521 eV/A



Please write out number 1 again, unchanged.
Computed, not measured: a single C2H4N4 molecule, with ωB97M-V/def2-TZVPD.

The SMILES is [H]/N=N/C=N\N=C. As for the HOMO energy: -8.71 eV. The strongest force on any atom comes out at 0.551 eV/A. As for the energy relative to the best compared isomer or geometry (same formula, charge and spin): 89.8 kcal per mole. The calculation puts the HOMO-LUMO gap at 8.720 eV.

```
! RIJCOSX wB97M-V def2-TZVPD def2/J DEFGRID3
* xyz 0 1
H 0.179 -1.096 -2.153
N 0.330 -0.990 -1.143
N 1.474 -0.512 -0.962
C 1.582 0.072 0.296
N 0.572 0.670 0.842
N -0.572 0.613 0.139
C -1.712 0.404 0.643
H 2.577 0.233 0.698
H -1.880 0.163 1.689
H -2.551 0.443 -0.049
*
```



Question: The lowest strongest force on any atom belongs to which entry?
Answer: C41H39NO4PSTc